{
  "formula": "C6H8O2",
  "method": "ωB97M-V with the def2-TZVPD basis set",
  "elements": ["C", "C", "C", "C", "C", "C", "H", "H", "H", "H", "H", "H", "H", "H", "O", "O"],
  "xyz": [[-1.7347, -0.7224, 0.0499], [-0.4867, -0.3941, 0.0274], [0.7481, -0.9949, -0.2796], [1.8044, -0.0106, -0.1410], [1.1751, 1.3802, 0.0158], [-0.1380, 1.0907, -0.1839], [-3.6263, 1.0788, -0.1927], [-2.1643, -0.7771, -0.9216], [-1.9514, -1.8030, 0.2741], [0.6362, -2.0024, -0.4354], [2.0924, -0.0366, -1.2805], [2.3748, -1.1858, 1.7064], [1.5798, 2.4111, 0.2269], [-0.8073, 1.8057, -0.3258], [-2.5031, 0.3577, 0.7834], [3.0011, -0.1972, 0.6767]],
  "mulliken_charge": [-0.150, 0.888, -1.988, 1.101, -0.806, -0.451, 0.307, 0.196, 0.322, 0.451, 0.096, 0.330, 0.338, 0.539, -0.561, -0.612],
  "relative_energy_kcal_mol": 264.49,
  "energy_ev": -10435.2569,
  "homo_energy_ev": -8.4,
  "gap_ha": 0.2525
}

{
  "formula": "C6H8O2",
  "method": "ωB97M-V with the def2-TZVPD basis set",
  "elements": ["C", "C", "O", "C", "C", "C", "C", "O", "H", "H", "H", "H", "H", "H", "H", "H"],
  "xyz": [[-0.6601, 1.1409, -0.5061], [-1.4530, -0.1628, -0.3761], [-1.4527, -0.4765, 0.9644], [-0.0637, -0.4066, 1.2037], [0.5522, 0.8553, 0.3701], [1.5489, -0.2465, -0.2834], [0.4103, -1.2109, -0.0344], [-0.6128, -1.0967, -0.9864], [-1.3115, 1.7919, 0.0272], [-0.4622, 1.5044, -1.5054], [-2.4653, -0.1880, -0.8511], [0.2189, -0.5521, 2.2091], [1.0298, 1.6434, 0.8284], [1.6925, -0.0130, -1.3504], [2.4470, -0.3304, 0.3745], [0.5820, -2.2524, -0.0842]],
  "mulliken_charge": [-0.692, 0.046, -0.460, -0.360, -0.452, -0.688, -0.194, -0.460, 0.338, 0.342, 0.421, 0.498, 0.548, 0.321, 0.309, 0.485],
  "relative_energy_kcal_mol": 50.54,
  "energy_ev": -10444.5349,
  "smiles": "C1[C@@H]2O[C@@H]3[C@H]1C[C@@H]3O2",
  "homo_energy_ev": -9.4,
  "gap_ha": 0.3827
}

{
  "formula": "C6H8O2",
  "method": "ωB97M-V with the def2-TZVPD basis set",
  "elements": ["C", "C", "C", "C", "C", "C", "H", "H", "H", "H", "H", "H", "H", "H", "O", "O"],
  "xyz": [[1.1355, -0.0914, 0.2349], [0.7282, -1.5380, -0.0101], [-0.5559, -1.5743, -0.1523], [-1.2183, -0.2970, 0.3076], [-0.0869, 0.6682, 0.1604], [-0.4059, 1.8994, -0.1268], [3.4575, 0.4113, 0.3047], [1.7310, 0.0320, 1.1681], [1.4093, -2.3836, -0.3451], [-1.2388, -2.3978, -0.2297], [-1.9157, -0.4118, 1.1168], [-1.7611, 0.2681, -1.3362], [-1.4752, 2.2047, 0.0683], [0.2253, 3.0628, 0.1822], [2.1542, 0.2524, -0.7565], [-2.1832, -0.1051, -0.5863]],
  "mulliken_charge": [0.617, -0.772, -0.463, 0.131, -0.232, -0.696, 0.330, 0.241, 0.337, 0.404, 0.372, 0.362, 0.282, 0.222, -0.572, -0.562],
  "relative_energy_kcal_mol": 192.19,
  "energy_ev": -10438.3922,
  "homo_energy_ev": -9.5,
  "gap_ha": 0.2904
}